The following is a DFT calculation (ωB97M-V/def2-TZVPD) of a structure of composition C43H31F6IrP2SeSi in a non-equilibrium geometry.

Cartesian coordinates (Å):
Ir  0.5606  -0.5013  -0.0630
C  -2.4971  -1.9931  -1.4798
Si  -1.6840  -0.3426  -0.9045
C  -1.6975  0.7200  -2.5213
C  -2.8575  1.1174  -3.1706
C  -2.8242  1.6763  -4.4364
C  -1.6169  1.8118  -5.0988
C  -0.4405  1.4696  -4.4577
C  -0.4784  0.9586  -3.1652
P  1.0495  0.6356  -2.2402
C  1.4689  2.2215  -1.4580
C  0.5508  3.2543  -1.2920
C  0.9061  4.3708  -0.5541
C  2.1563  4.4488  0.0382
C  3.0671  3.4145  -0.1152
C  2.7272  2.3039  -0.8573
C  2.3550  0.4171  -3.4877
C  2.6820  -0.8850  -3.8604
C  3.7242  -1.1121  -4.7385
C  4.4463  -0.0434  -5.2484
C  4.1139  1.2535  -4.8885
C  3.0782  1.4910  -4.0046
C  -2.9177  0.2937  0.4180
C  -4.2615  0.4898  0.1317
C  -5.1849  0.7338  1.1298
C  -4.7750  0.7561  2.4520
C  -3.4346  0.6025  2.7622
C  -2.5051  0.3951  1.7474
P  -0.7153  0.3270  2.1285
C  -0.3547  1.9379  2.8626
C  -1.1661  3.0570  2.6579
C  -0.7479  4.3016  3.0906
C  0.4850  4.4551  3.7046
C  1.3030  3.3505  3.8933
C  0.8959  2.1034  3.4694
C  -0.5440  -0.8602  3.4870
C  -0.5358  -0.4708  4.8251
C  -0.3655  -1.4197  5.8156
C  -0.2084  -2.7566  5.4853
C  -0.2246  -3.1499  4.1547
C  -0.3929  -2.2073  3.1582
H  -3.4890  -1.8247  -1.8839
H  -2.5848  -2.6710  -0.6377
H  -1.8979  -2.4680  -2.2480
H  -3.8125  0.9899  -2.6876
H  -3.7402  1.9903  -4.9142
H  -1.5932  2.1906  -6.1097
H  0.5057  1.5974  -4.9651
H  -0.4363  3.1837  -1.7309
H  0.2057  5.1856  -0.4382
H  2.4211  5.3159  0.6259
H  4.0379  3.4687  0.3571
H  3.4203  1.4801  -0.9667
H  2.1209  -1.7153  -3.4486
H  3.9823  -2.1227  -5.0155
H  5.2668  -0.2199  -5.9288
H  4.6686  2.0864  -5.2947
H  2.8221  2.5024  -3.7186
H  -4.5988  0.4492  -0.8907
H  -6.2229  0.8986  0.8780
H  -5.5021  0.9018  3.2366
H  -3.1112  0.6439  3.7942
H  -2.1312  2.9489  2.1820
H  -1.3789  5.1663  2.9425
H  0.8131  5.4314  4.0288
H  2.2691  3.4703  4.3604
H  1.5382  1.2425  3.5895
H  -0.6470  0.5721  5.0882
H  -0.3425  -1.1133  6.8513
H  -0.0597  -3.4924  6.2619
H  -0.0857  -4.1910  3.9012
H  -0.3830  -2.4925  2.1085
F  0.3912  -8.3319  0.5580
C  0.7219  -7.0633  0.2857
C  1.4808  -6.3271  1.2003
F  1.9296  -6.9255  2.3120
C  1.7761  -5.0023  0.9382
F  2.5046  -4.2912  1.8096
C  1.3464  -4.3702  -0.2376
Se  1.8787  -2.5956  -0.6179
C  0.6341  -5.1463  -1.1613
F  0.2621  -4.5727  -2.3168
C  0.3216  -6.4715  -0.9151
F  -0.3474  -7.2012  -1.8172
F  1.9050  0.2676  1.2648

Output
- LUMO energy (alpha / beta) (eV) = 0.4 / -2.0
- HOMO (alpha / beta) (eV) = -5.303 / -8.428
- multiplicity = 5
- charge = 0
- energy relative to the best compared isomer or geometry (same formula, charge and spin) (kcal per mole) = 10.8
- Kohn-Sham gap (alpha / beta) (eV) = 5.7 / 6.4

Results of the Mulliken charge analysis, in e, for atoms 1 through 5:
1. Ir 3.092
2. C -1.375
3. Si 0.302
4. C 0.727
5. C -0.490

***

The following is a DFT calculation (ωB97M-V/def2-TZVPD) of a structure of composition C43H32BeNO5P2S.

Cartesian coordinates (Å):
Be  -0.2152  -0.5632  -0.1919
O  -0.5280  4.0159  0.2136
S  -0.3496  2.5514  0.3391
C  -1.2700  2.0164  1.7892
C  -1.2265  2.7269  2.9736
C  -2.0248  2.3328  4.0383
C  -2.8795  1.2519  3.9020
C  -2.9648  0.5715  2.6917
C  -2.1656  0.9479  1.6203
P  -2.2542  0.0931  -0.0047
C  -3.4499  -1.2534  0.1814
C  -3.0803  -2.3604  0.9509
C  -3.9537  -3.4231  1.1024
C  -5.1927  -3.3960  0.4718
C  -5.5548  -2.3083  -0.3073
C  -4.6876  -1.2334  -0.4534
C  -3.0121  1.2905  -1.1210
C  -2.8684  1.0951  -2.4949
C  -3.4916  1.9544  -3.3858
C  -4.2562  3.0100  -2.9062
C  -4.3977  3.2074  -1.5394
C  -3.7818  2.3472  -0.6421
C  1.3903  2.2857  0.7366
C  2.0108  3.0489  1.7090
C  3.3910  3.0115  1.8366
C  4.1457  2.2524  0.9584
C  3.5241  1.4981  -0.0286
C  2.1377  1.4766  -0.1333
P  1.2642  0.4833  -1.4197
C  1.2502  1.6797  -2.7893
C  2.4032  1.8360  -3.5588
C  2.4677  2.8489  -4.5012
C  1.3893  3.7079  -4.6780
C  0.2413  3.5479  -3.9187
C  0.1675  2.5343  -2.9742
C  2.3318  -0.8855  -1.9604
C  3.2361  -1.5455  -1.1334
C  3.8907  -2.6836  -1.5870
C  3.6388  -3.1733  -2.8590
C  2.7162  -2.5354  -3.6782
C  2.0586  -1.4023  -3.2295
H  -0.6008  3.6064  3.0582
H  -1.9885  2.8837  4.9688
H  -3.5014  0.9449  4.7327
H  -3.6638  -0.2468  2.5804
H  -2.1079  -2.3853  1.4298
H  -3.6692  -4.2782  1.7021
H  -5.8747  -4.2283  0.5893
H  -6.5159  -2.2952  -0.8052
H  -4.9780  -0.3817  -1.0553
H  -2.2700  0.2678  -2.8626
H  -3.3765  1.8042  -4.4517
H  -4.7464  3.6791  -3.6015
H  -4.9862  4.0367  -1.1697
H  -3.8953  2.5054  0.4229
H  1.4262  3.7030  2.3433
H  3.8763  3.6064  2.5993
H  5.2259  2.2573  1.0283
H  4.1257  0.9346  -0.7276
H  3.2430  1.1642  -3.4303
H  3.3637  2.9708  -5.0957
H  1.4485  4.5042  -5.4083
H  -0.5985  4.2178  -4.0518
H  -0.7296  2.4217  -2.3808
H  3.4236  -1.1924  -0.1277
H  4.6007  -3.1857  -0.9421
H  4.1567  -4.0557  -3.2113
H  2.5095  -2.9224  -4.6676
H  1.3379  -0.9047  -3.8688
O  0.2568  -2.1703  0.0742
C  0.7107  -1.7108  1.1716
O  0.4691  -0.4728  1.3619
C  1.4680  -2.5257  2.1344
C  1.7271  -3.8617  1.8495
C  2.4401  -4.6249  2.7561
C  2.8772  -4.0236  3.9219
C  2.6370  -2.6945  4.2204
C  1.9214  -1.9372  3.3118
N  3.6380  -4.8416  4.8971
O  3.7833  -6.0165  4.6414
O  4.0341  -4.2850  5.8980
H  1.3682  -4.2867  0.9214
H  2.6641  -5.6666  2.5815
H  3.0125  -2.2803  5.1439
H  1.7070  -0.8938  3.4988

Output
- LUMO energy (eV) = -3.2
- HOMO (eV) = -11.353
- multiplicity = 1
- charge = +1
- Kohn-Sham gap (eV) = 8.2

Results of the Mulliken charge analysis, in e, for atoms 1 through 5:
1. Be 0.725
2. O -0.841
3. S 1.064
4. C 0.188
5. C -0.655

***

The following is a DFT calculation (ωB97M-V/def2-TZVPD) of a structure of composition C43H32ClFeN6PSe in a non-equilibrium geometry.

Cartesian coordinates (Å):
Fe  0.3305  0.3517  -0.5885
N  2.1318  -0.7032  -4.6237
C  1.8056  0.2505  -3.7509
N  1.9407  0.1344  -2.4623
C  2.7274  -0.9001  -1.9655
N  2.9929  -0.9146  -0.7061
N  2.2991  0.0449  -0.0381
C  2.9289  0.8157  0.7624
C  2.2334  1.9649  1.3153
C  2.7715  2.7468  2.3307
C  2.0546  3.8424  2.7752
C  0.8324  4.1283  2.1868
C  0.3783  3.3097  1.1631
N  1.0637  2.2617  0.7298
C  3.2175  -1.9182  -2.8688
C  4.2283  -2.7598  -2.6319
C  4.6355  -3.7440  -3.6175
C  3.9888  -3.8906  -4.7727
C  2.7483  -3.1256  -5.1113
C  2.3472  -2.0366  -4.0894
H  1.9718  -0.5778  -5.6106
H  1.3888  1.1734  -4.1437
H  3.9911  0.6731  0.9443
H  3.7279  2.4817  2.7618
H  2.4403  4.4672  3.5690
H  0.2462  4.9803  2.4997
H  -0.5617  3.5034  0.6594
H  4.7791  -2.6813  -1.7032
H  5.5094  -4.3455  -3.4049
H  4.3393  -4.5909  -5.5208
H  2.8303  -2.7560  -6.1369
Cl  -0.8408  0.1026  1.2549
C  -2.8148  -1.4556  -1.0825
C  -3.9889  -2.2736  -0.6373
C  -4.3335  -3.3983  -1.3030
C  -3.5159  -3.8840  -2.3601
C  -2.2088  -3.4027  -2.4955
C  -1.7792  -2.3244  -1.7559
P  -0.0605  -2.0690  -1.2418
C  -0.0572  -3.0445  0.3257
C  0.9299  -2.8206  1.2820
C  0.9693  -3.5763  2.4439
C  0.0210  -4.5603  2.6722
C  -0.9676  -4.7871  1.7272
C  -1.0082  -4.0366  0.5624
C  0.7703  -3.2383  -2.3955
C  0.9722  -2.7740  -3.8105
C  1.3771  -3.8661  -4.8532
C  1.4944  -5.2545  -4.3188
C  1.4567  -5.5094  -3.0125
C  1.1051  -4.4827  -2.0350
H  -4.5808  -1.8960  0.1870
H  -5.2177  -3.9564  -1.0213
H  -3.8495  -4.7206  -2.9586
H  -1.5105  -3.9597  -3.1088
H  1.6846  -2.0648  1.1216
H  1.7447  -3.3886  3.1750
H  0.0487  -5.1497  3.5790
H  -1.7156  -5.5533  1.8849
H  -1.7845  -4.2412  -0.1594
H  0.1201  -2.1589  -4.1151
H  0.7526  -3.8545  -5.7468
H  1.6410  -6.0487  -5.0414
H  1.5912  -6.5187  -2.6449
H  1.0139  -4.7958  -1.0042
Se  0.6482  -0.0559  3.7465
C  -0.5281  0.7637  4.8198
N  -1.2822  1.2967  5.5179
C  -4.8448  0.4241  -3.7307
C  -4.4380  -0.4810  -2.7392
C  -3.2238  -0.3785  -2.1052
C  -2.3359  0.6875  -2.4486
C  -1.0641  0.9524  -1.8666
C  -0.3167  2.0318  -2.2679
C  -0.7485  2.9228  -3.2620
C  -1.9540  2.6947  -3.8541
C  -2.7654  1.6052  -3.4679
C  -4.0190  1.4407  -4.0955
H  -5.8155  0.3053  -4.1934
H  -5.1142  -1.2758  -2.4679
H  -2.3799  -0.9442  -0.2291
H  0.6629  2.2149  -1.8176
H  -0.1324  3.7649  -3.5486
H  -2.3097  3.3549  -4.6353
H  -4.3113  2.1450  -4.8643

Output
- LUMO energy (alpha / beta) (eV) = -4.0 / -4.2
- HOMO (alpha / beta) (eV) = -9.646 / -10.594
- multiplicity = 6
- charge = +1
- energy relative to the best compared isomer or geometry (same formula, charge and spin) (kcal per mole) = 121.5
- Kohn-Sham gap (alpha / beta) (eV) = 5.6 / 6.4

Results of the Mulliken charge analysis, in e, for atoms 1 through 5:
1. Fe -0.195
2. N -0.172
3. C -0.820
4. N -0.065
5. C -0.651

***

The following is a DFT calculation (ωB97M-V/def2-TZVPD) of a structure of composition C43H33Cl3LaN5O6 in a non-equilibrium geometry.

Cartesian coordinates (Å):
La  -0.4228  0.0533  -0.1709
C  -0.3061  -0.5026  3.7117
C  0.6693  -1.6088  3.4177
C  1.6918  -1.8973  4.3095
C  2.6240  -2.8857  4.0287
C  2.5095  -3.6022  2.8517
C  1.4747  -3.3609  1.9526
C  1.3258  -4.2444  0.7454
C  0.5565  -2.3441  2.2212
N  -0.4910  -1.9849  1.3429
C  -1.6412  -2.6452  1.4610
O  -1.8689  -3.7160  2.0397
C  -2.8278  -1.8819  0.8844
C  -4.0790  -2.4622  0.7395
C  -5.1416  -1.6511  0.3706
C  -4.9401  -0.2901  0.1978
C  -3.6631  0.2206  0.3764
N  -2.6446  -0.5722  0.7093
C  -3.3914  1.7182  0.3322
O  -4.3723  2.4826  0.2815
N  -2.1042  2.0105  0.3994
C  -1.7113  3.3508  0.5680
C  -1.4965  4.2173  -0.5139
C  -1.8787  3.8334  -1.9205
C  -0.9819  5.4906  -0.2816
C  -0.6962  5.9297  0.9979
C  -0.9569  5.0896  2.0712
C  -1.4717  3.8186  1.8758
C  -1.7811  2.9196  3.0376
H  -0.0596  -0.0102  4.6529
H  -0.2681  0.2464  2.9201
H  -1.3300  -0.8800  3.7655
H  1.7570  -1.3278  5.2312
H  3.4324  -3.0897  4.7214
H  3.2346  -4.3758  2.6183
H  2.3007  -4.4954  0.3259
H  0.8257  -5.1746  1.0292
H  0.7228  -3.7683  -0.0258
H  -4.1889  -3.5207  0.9279
H  -6.1322  -2.0744  0.2508
H  -5.7389  0.3906  -0.0602
H  -2.7326  4.4358  -2.2450
H  -1.0526  4.0173  -2.6097
H  -2.1627  2.7862  -1.9792
H  -0.8186  6.1461  -1.1321
H  -0.2861  6.9196  1.1643
H  -0.7465  5.4250  3.0823
H  -2.8586  2.7422  3.0934
H  -1.3022  1.9508  2.9009
H  -1.4407  3.3609  3.9758
O  4.2815  -1.0988  0.4482
C  4.4461  -2.0835  -0.4481
C  5.6732  -2.7508  -0.4863
C  5.8857  -3.7807  -1.3814
C  4.8782  -4.1691  -2.2594
C  3.6644  -3.5053  -2.2328
C  3.4273  -2.4603  -1.3411
C  2.1104  -1.7521  -1.2945
O  1.9247  -0.8720  -0.3731
N  1.2648  -2.1081  -2.2282
N  0.0369  -1.4610  -2.2042
C  -0.7093  -1.8083  -3.1923
C  -2.0138  -1.2799  -3.5060
C  -2.7484  -1.8604  -4.5469
C  -3.9825  -1.3750  -4.9241
C  -4.5083  -0.2708  -4.2436
C  -3.8102  0.3307  -3.2231
C  -2.5316  -0.1403  -2.8225
O  -1.8622  0.4663  -1.9095
H  3.3406  -0.7888  0.3448
H  6.4509  -2.4430  0.2023
H  6.8440  -4.2884  -1.3943
H  5.0429  -4.9806  -2.9580
H  2.8590  -3.7794  -2.8983
H  -0.3117  -2.5622  -3.8763
H  -2.3229  -2.7182  -5.0598
H  -4.5342  -1.8387  -5.7329
H  -5.4815  0.1170  -4.5266
H  -4.2133  1.1843  -2.6887
Cl  5.1460  5.0667  -1.0586
C  3.8536  4.0575  -0.4686
C  3.0933  3.3294  -1.3646
C  2.0742  2.5335  -0.8816
Cl  1.0943  1.6298  -2.0026
C  1.7611  2.3955  0.4965
O  0.8430  1.6260  0.9480
C  2.5750  3.1938  1.3457
Cl  2.2420  3.1166  3.0409
C  3.5999  3.9973  0.8922
H  3.2882  3.3706  -2.4270
H  4.1904  4.5713  1.5915

Output
- LUMO energy (eV) = 4.1
- HOMO (eV) = -2.775
- multiplicity = 1
- charge = -2
- energy relative to the best compared isomer or geometry (same formula, charge and spin) (kcal per mole) = 10.6
- Kohn-Sham gap (eV) = 6.8

Results of the Mulliken charge analysis, in e, for atoms 1 through 5:
1. La -0.488
2. C -0.964
3. C 1.327
4. C -1.013
5. C -0.839